{"formula": "C42H40BiN6O8P2S", "method": "ωB97M-V/def2-TZVPD", "species": ["Bi", "O", "C", "O", "C", "C", "C", "C", "C", "N", "C", "O", "O", "H", "H", "H", "H", "C", "P", "C", "C", "C", "C", "C", "C", "C", "C", "C", "C", "C", "C", "C", "C", "C", "C", "C", "P", "C", "C", "C", "C", "C", "C", "C", "C", "C", "C", "C", "C", "N", "H", "H", "H", "H", "H", "H", "H", "H", "H", "H", "H", "H", "H", "H", "H", "H", "H", "H", "H", "H", "H", "H", "H", "H", "H", "H", "O", "S", "O", "O", "O", "C", "C", "C", "C", "N", "C", "N", "N", "N", "H", "H", "H", "H", "H", "H", "H", "H", "H", "H"], "positions_angstrom": [[0.314, 0.830, 0.306], [-3.975, 3.858, -0.655], [-2.696, 3.443, -0.628], [-2.175, 2.859, -1.540], [-1.980, 3.874, 0.621], [-2.583, 4.645, 1.597], [-1.816, 5.021, 2.696], [-0.489, 4.644, 2.754], [0.028, 3.859, 1.725], [-0.717, 3.466, 0.700], [1.514, 3.470, 1.698], [2.235, 4.055, 2.496], [1.835, 2.618, 0.809], [-4.380, 3.411, -1.416], [-3.617, 4.938, 1.495], [-2.257, 5.612, 3.489], [0.172, 4.929, 3.560], [-2.330, 0.792, 2.704], [-1.068, -0.563, 2.724], [-0.102, -0.215, 4.240], [1.011, -1.022, 4.495], [1.852, -0.751, 5.560], [1.615, 0.349, 6.377], [0.530, 1.170, 6.120], [-0.324, 0.889, 5.058], [-2.126, -1.991, 3.197], [-3.202, -2.314, 2.360], [-4.012, -3.404, 2.641], [-3.755, -4.202, 3.748], [-2.685, -3.895, 4.575], [-1.876, -2.800, 4.302], [-3.071, 0.725, 1.398], [-4.399, 1.007, 1.133], [-4.596, 0.725, -0.244], [-3.370, 0.293, -0.724], [-2.931, -0.060, -2.123], [-1.096, -0.253, -2.122], [-0.672, 0.141, -3.864], [-0.175, 1.424, -4.101], [0.139, 1.838, -5.389], [-0.036, 0.970, -6.457], [-0.545, -0.303, -6.236], [-0.866, -0.713, -4.950], [-0.905, -2.076, -2.019], [0.083, -2.773, -2.711], [0.248, -4.138, -2.531], [-0.569, -4.828, -1.647], [-1.544, -4.140, -0.938], [-1.709, -2.776, -1.121], [-2.439, 0.273, 0.270], [-3.016, 0.704, 3.548], [-1.793, 1.744, 2.805], [1.257, -1.833, 3.815], [2.720, -1.377, 5.726], [2.286, 0.575, 7.196], [0.350, 2.043, 6.735], [-1.168, 1.544, 4.885], [-3.414, -1.701, 1.492], [-4.846, -3.629, 1.988], [-4.381, -5.060, 3.961], [-2.474, -4.510, 5.441], [-1.052, -2.573, 4.966], [-5.132, 1.370, 1.839], [-5.516, 0.821, -0.805], [-3.371, -0.991, -2.491], [-3.171, 0.739, -2.826], [-0.037, 2.103, -3.268], [0.525, 2.836, -5.552], [0.219, 1.286, -7.461], [-0.692, -0.981, -7.068], [-1.273, -1.704, -4.790], [0.740, -2.248, -3.396], [1.028, -4.660, -3.070], [-0.439, -5.893, -1.503], [-2.169, -4.662, -0.224], [-2.444, -2.239, -0.532], [3.521, -0.965, 0.152], [2.336, -1.214, 0.963], [2.421, -2.407, 1.773], [1.970, 0.013, 1.765], [1.102, -1.286, 0.017], [5.805, -1.522, -2.152], [5.891, -0.303, -3.068], [6.398, 0.919, -2.305], [4.554, -0.034, -3.759], [3.556, 0.593, -2.903], [2.603, 0.065, -2.157], [1.919, 1.045, -1.624], [2.499, 2.200, -2.028], [3.476, 1.942, -2.801], [6.777, -1.724, -1.698], [5.504, -2.414, -2.708], [5.087, -1.362, -1.343], [6.586, -0.519, -3.886], [5.776, 1.110, -1.429], [6.393, 1.819, -2.923], [7.417, 0.744, -1.957], [4.123, -0.970, -4.116], [4.680, 0.638, -4.606], [2.387, -0.985, -2.050]], "mulliken_charge": [3.3954, -0.4825, -0.0372, -0.4291, 0.4910, -0.4217, -0.5763, -0.8596, 0.6656, -0.1895, -0.0790, -0.7817, -0.5047, 0.4355, 0.5292, 0.4145, 0.5387, -0.8238, 1.1661, 0.6697, -0.4705, -0.8042, -0.5333, -0.7294, -0.5894, 0.2638, -0.4868, -0.7031, -0.6606, -0.6611, -0.9145, 0.0386, -1.3599, -2.0618, 0.4187, -1.7279, 1.1344, 0.4276, -0.4674, -0.7643, -0.5864, -0.7246, -0.3584, 0.3957, -0.4513, -0.9804, -0.6741, -0.6604, -0.4224, 1.6112, 0.6680, -0.1054, 0.5434, 0.4131, 0.3828, 0.3901, 0.3262, 0.1829, 0.4613, 0.3621, 0.4139, 0.3670, 0.5540, 0.5419, 0.7169, 0.6085, 0.3711, 0.4373, 0.3972, 0.4264, 0.4618, 0.5306, 0.3874, 0.3713, 0.4902, 0.1035, -0.6646, 1.0568, -0.7236, -0.5701, -0.6411, -1.1820, 0.8532, -1.5120, -1.3486, 1.0753, -1.6622, 0.9787, -0.2820, -0.8655, 0.4205, 0.3645, 0.1935, 0.3152, 0.2226, 0.3744, 0.4682, 0.3954, 0.4159, 0.8959], "e_tot_ev": -104780.538, "total_charge": -1}

---

{"formula": "C42H40BrFN3PS4Se2Sr", "method": "ωB97M-V/def2-TZVPD", "species": ["Sr", "Br", "C", "C", "C", "C", "C", "C", "N", "C", "C", "C", "C", "C", "C", "N", "H", "H", "H", "H", "H", "H", "H", "H", "H", "Se", "P", "Se", "C", "C", "C", "C", "C", "C", "C", "C", "C", "C", "C", "C", "H", "H", "H", "H", "H", "H", "H", "H", "H", "H", "C", "C", "C", "C", "C", "C", "C", "C", "C", "C", "C", "C", "N", "C", "C", "C", "C", "C", "C", "F", "H", "H", "H", "H", "H", "H", "H", "H", "H", "H", "H", "H", "H", "H", "H", "H", "H", "H", "H", "H", "H", "S", "S", "S", "S"], "positions_angstrom": [[0.150, -0.383, -0.031], [2.759, 6.152, 3.825], [2.430, 4.352, 3.269], [1.913, 4.099, 2.009], [1.684, 2.789, 1.614], [1.964, 1.704, 2.456], [2.490, 1.997, 3.722], [2.721, 3.311, 4.129], [1.703, 0.407, 1.967], [2.189, -0.645, 2.641], [2.101, -1.977, 2.182], [2.678, -3.036, 2.946], [2.661, -4.312, 2.473], [2.061, -4.586, 1.215], [1.495, -3.533, 0.537], [1.486, -2.253, 0.971], [1.683, 4.914, 1.335], [1.295, 2.599, 0.619], [2.705, 1.205, 4.428], [3.122, 3.516, 5.114], [2.742, -0.523, 3.567], [3.129, -2.799, 3.903], [3.103, -5.114, 3.056], [2.028, -5.585, 0.796], [1.006, -3.719, -0.416], [-1.638, 1.209, 2.735], [-2.104, 2.857, 1.451], [-1.442, 2.695, -0.587], [-1.501, 4.440, 2.181], [-1.611, 4.653, 3.557], [-1.152, 5.835, 4.125], [-0.575, 6.819, 3.325], [-0.470, 6.615, 1.957], [-0.932, 5.429, 1.387], [-3.922, 3.203, 1.498], [-4.461, 4.159, 0.634], [-5.825, 4.413, 0.624], [-6.674, 3.714, 1.481], [-6.143, 2.769, 2.347], [-4.771, 2.513, 2.354], [-2.033, 3.871, 4.180], [-1.225, 5.982, 5.197], [-0.190, 7.730, 3.772], [-0.011, 7.371, 1.329], [-0.837, 5.250, 0.322], [-3.802, 4.684, -0.050], [-6.231, 5.146, -0.063], [-7.744, 3.901, 1.463], [-6.796, 2.217, 3.012], [-4.346, 1.757, 3.006], [-4.718, 0.480, -0.849], [-4.207, -0.936, -1.114], [-5.082, -1.636, -2.163], [-4.111, -1.741, 0.175], [-5.251, -1.899, 0.963], [-5.222, -2.633, 2.141], [-4.029, -3.220, 2.539], [-2.869, -3.086, 1.778], [-1.591, -3.755, 2.242], [-1.721, -5.280, 2.256], [-1.138, -3.231, 3.608], [-2.897, -2.333, 0.586], [-1.714, -2.149, -0.186], [-1.605, -2.946, -1.281], [-2.485, -3.999, -1.665], [-2.294, -4.752, -2.821], [-1.220, -4.525, -3.675], [-0.318, -3.516, -3.329], [-0.523, -2.796, -2.187], [0.418, -1.831, -1.878], [-4.607, 1.111, -1.738], [-4.150, 0.947, -0.047], [-5.776, 0.474, -0.559], [-3.203, -0.855, -1.518], [-6.119, -1.706, -1.812], [-4.722, -2.644, -2.379], [-5.077, -1.068, -3.101], [-6.178, -1.431, 0.646], [-6.118, -2.743, 2.743], [-3.996, -3.796, 3.462], [-0.829, -3.497, 1.523], [-2.487, -5.606, 2.972], [-0.767, -5.739, 2.542], [-1.998, -5.657, 1.266], [-1.857, -3.499, 4.394], [-1.041, -2.140, 3.600], [-0.164, -3.654, 3.874], [-3.336, -4.201, -1.024], [-3.009, -5.534, -3.058], [-1.085, -5.099, -4.582], [0.540, -3.273, -3.944], [2.225, 0.895, -1.841], [1.296, 2.098, -3.202], [0.012, 0.993, -4.389], [-1.428, 0.248, -3.316]], "mulliken_charge": [1.4549, -0.2520, 0.0603, -0.5916, 0.3491, -0.1433, -0.5897, -0.9760, 0.4835, -0.3560, 0.3570, -0.9562, -0.3599, -0.9280, -0.5016, -0.0465, 0.5900, 0.3301, 0.2256, 0.3627, 0.0487, 0.3315, 0.3350, 0.4540, 0.3312, -0.4578, 0.0617, -0.4709, 0.6932, -0.6920, -0.5900, -0.4666, -0.4106, -0.5392, 0.4888, -0.5792, -0.6621, -0.3696, -0.6200, -0.1217, 0.3786, 0.3626, 0.4159, 0.3348, 0.2666, 0.3892, 0.3646, 0.3482, 0.3871, 0.3026, -1.3925, 2.3494, -1.8396, 0.6789, -0.3956, -1.5682, -0.2523, 0.9569, 2.4482, -1.6807, -1.5121, -1.9319, 2.5487, 0.8576, -1.2038, -0.8645, -0.6986, -0.6646, -0.7688, -0.0515, 0.5018, 0.0493, 0.2911, -0.9166, 0.3319, 0.3318, 0.4398, 0.2700, 0.3599, 0.2870, -1.1568, 0.3052, 0.4163, 0.3355, 0.3410, 0.2164, 0.3802, 0.6633, 0.3840, 0.3439, 0.4872, -0.2736, -0.1342, 0.0062, -0.1027], "e_tot_ev": -305599.737, "total_charge": -2}

---

{"formula": "C42H40F5N3", "method": "ωB97M-V/def2-TZVPD", "species": ["C", "C", "C", "N", "C", "H", "H", "H", "H", "H", "C", "C", "C", "N", "C", "H", "H", "H", "H", "H", "C", "C", "C", "N", "C", "H", "H", "H", "H", "H", "F", "C", "C", "C", "C", "C", "C", "H", "H", "H", "H", "H", "F", "C", "C", "C", "C", "C", "C", "H", "H", "H", "H", "H", "F", "C", "C", "C", "C", "C", "C", "H", "H", "H", "H", "H", "F", "C", "C", "C", "C", "C", "C", "H", "H", "H", "H", "H", "F", "C", "C", "C", "C", "C", "C", "H", "H", "H", "H", "H"], "positions_angstrom": [[-18.662, -1.886, -3.367], [-17.754, -1.475, -2.365], [-17.577, -2.539, -1.536], [-18.267, -3.629, -2.076], [-18.909, -3.198, -3.227], [-18.967, -1.160, -4.131], [-17.399, -0.490, -2.339], [-16.957, -2.646, -0.657], [-18.382, -4.544, -1.686], [-19.489, -3.936, -3.809], [-18.781, -6.708, -3.877], [-19.441, -7.127, -2.642], [-20.754, -6.899, -2.891], [-20.908, -6.350, -4.111], [-19.702, -6.243, -4.747], [-17.697, -6.635, -4.030], [-19.068, -7.622, -1.741], [-21.567, -7.132, -2.262], [-21.809, -5.971, -4.427], [-19.654, -5.895, -5.763], [-23.922, -4.643, -4.843], [-23.080, -4.659, -5.957], [-22.067, -3.750, -5.741], [-22.283, -3.150, -4.548], [-23.388, -3.673, -3.968], [-24.821, -5.208, -4.634], [-23.115, -5.298, -6.840], [-21.237, -3.431, -6.357], [-21.584, -2.542, -4.097], [-23.728, -3.404, -2.973], [-14.259, -8.743, -7.741], [-15.450, -9.211, -7.312], [-16.280, -8.440, -6.465], [-17.422, -9.109, -6.094], [-17.753, -10.438, -6.538], [-16.830, -11.088, -7.363], [-15.698, -10.442, -7.832], [-16.083, -7.433, -6.140], [-18.091, -8.649, -5.393], [-18.629, -11.000, -6.256], [-17.038, -12.133, -7.596], [-14.909, -10.861, -8.464], [-15.239, -4.980, -0.312], [-16.336, -5.455, 0.254], [-17.027, -4.676, 1.202], [-18.127, -5.264, 1.889], [-18.479, -6.563, 1.624], [-17.760, -7.304, 0.652], [-16.655, -6.758, -0.011], [-16.722, -3.644, 1.369], [-18.711, -4.634, 2.550], [-19.333, -6.999, 2.104], [-17.980, -8.340, 0.436], [-16.194, -7.354, -0.758], [-15.943, -4.992, -6.322], [-15.037, -4.065, -5.927], [-13.870, -3.920, -6.729], [-13.036, -2.832, -6.408], [-13.346, -2.045, -5.293], [-14.465, -2.279, -4.545], [-15.380, -3.259, -4.891], [-13.714, -4.547, -7.600], [-12.167, -2.619, -7.039], [-12.702, -1.242, -4.909], [-14.698, -1.590, -3.769], [-16.351, -3.320, -4.358], [-20.453, -5.871, -8.446], [-19.678, -6.566, -9.309], [-20.199, -6.751, -10.592], [-19.344, -7.352, -11.531], [-18.035, -7.661, -11.138], [-17.589, -7.390, -9.860], [-18.436, -6.937, -8.893], [-21.189, -6.392, -10.864], [-19.737, -7.447, -12.525], [-17.309, -8.006, -11.865], [-16.581, -7.695, -9.630], [-18.191, -6.712, -7.838], [-16.986, -2.236, -7.689], [-18.216, -1.775, -8.012], [-18.783, -0.697, -7.370], [-20.031, -0.235, -7.770], [-20.777, -0.948, -8.649], [-20.148, -2.017, -9.351], [-18.902, -2.499, -8.955], [-18.314, -0.128, -6.537], [-20.434, 0.570, -7.184], [-21.715, -0.546, -9.041], [-20.618, -2.727, -10.044], [-18.572, -3.266, -9.640]], "mulliken_charge": [0.1654, -1.1985, -0.2815, 0.4204, -0.3075, 0.3854, 0.5510, 0.1997, 0.2124, -0.1557, 0.3094, -0.5202, -1.1650, 0.2899, -0.8634, 0.4388, 0.3910, 0.4647, 0.2488, 0.4481, -0.3945, -0.6204, -0.7802, 0.1779, -0.5681, 0.3978, 0.3910, 0.7282, 0.2321, 0.4005, -0.3897, 0.2769, -0.4866, 0.3836, -1.1201, -0.2524, -0.6030, 0.4769, 0.4052, 0.4389, 0.3494, 0.4498, -0.3889, 0.2907, -0.3982, -0.3913, -0.6469, -0.3739, -0.3802, 0.5149, 0.3917, 0.4106, 0.5164, 0.4862, -0.0218, 0.3081, -0.7458, -0.3853, -0.6043, -0.5515, 0.3045, 0.4365, 0.3628, 0.3366, 0.4492, 0.1439, -0.1346, 0.2506, -0.7810, -0.3810, -0.8233, -0.3352, 0.4382, 0.4307, 0.3962, 0.3705, 0.4397, 0.1448, -0.2049, 0.3674, -0.2440, -0.5566, -0.6060, -0.4472, -0.2663, 0.4151, 0.3721, 0.4089, 0.3229, 0.4328], "e_tot_ev": -62258.376, "smiles": "c1cc[nH]c1.c1cc[nH]c1.c1cc[nH]c1.Fc1ccccc1.Fc1ccccc1.Fc1ccccc1.Fc1ccccc1.Fc1ccccc1"}

---

Q: Which formula does entry 1 have?
A: C42H40BiN6O8P2S